(1)
59
Properties=species:S:1:pos:R:3:forces:R:3:nbo_charge:R:1 method="wB97M-V/def2-TZVPD" max_force_ev_per_a=1.2 total_energy_ha=-2343.73474 smiles="CCCC1=C(P(CC)CC)C(=O)c2c(c(CC(=O)I)cc(CCO)c2S(C)(=O)=O)C1=O" orbital_gap_ev=7.3 mol_weight_da=578.4
I 1.4866 -4.8225 0.1794 -0.065 -0.002 0.062 0.036
S -1.3247 -0.4194 3.6534 -0.438 -0.266 0.422 2.180
P -2.7165 1.3691 -1.0716 -0.396 0.390 1.054 0.792
O 4.1389 -4.1830 -0.8670 -0.290 0.093 0.043 -0.501
O -0.7990 -0.0264 4.9365 0.183 0.122 -0.198 -0.952
O 1.1161 -1.9992 -1.9516 0.118 0.133 -0.028 -0.527
O 3.8754 -0.0087 4.3969 0.088 -0.052 0.049 -0.717
O -2.2702 -1.4985 3.6383 0.158 0.107 -0.080 -0.909
O -2.5698 -0.8839 0.9293 -0.068 -0.015 -0.060 -0.491
C -0.3759 -0.1909 -1.6495 -0.075 0.256 0.241 0.004
C 1.7836 1.6727 -1.6612 0.127 0.168 -0.261 -0.617
C 0.0359 -0.8599 2.5459 0.204 0.008 0.017 -0.294
C 1.3202 -1.1500 3.0538 -0.117 -0.146 0.124 0.054
C 2.2935 -1.5569 2.1465 0.029 0.012 -0.020 -0.157
C -3.5104 -0.0658 -3.4745 -0.092 -0.103 -0.021 -0.618
C -0.1882 -0.9110 1.1652 0.082 0.075 0.008 -0.091
C -1.9574 2.7960 -1.9790 0.001 -0.019 -0.562 -0.718
C -1.4929 -0.5814 0.4830 0.044 -0.128 -0.177 0.543
C -0.0787 0.3824 -2.9954 0.345 -0.268 -0.254 -0.461
C 0.8363 -1.2791 0.2945 0.001 -0.041 -0.086 -0.075
C -1.3846 0.1392 -0.8258 0.226 -0.185 -0.555 -0.379
C -2.0134 1.0663 2.9456 0.023 0.004 -0.091 -0.882
C 1.6883 -1.0742 4.5231 -0.026 0.285 -0.122 -0.474
C 0.5764 -1.2425 -1.1731 -0.083 0.013 0.045 0.526
C 3.1984 -2.1439 -0.0919 -0.254 -0.215 0.481 -0.564
C 3.1721 -1.1650 4.8395 -0.151 0.008 -0.063 -0.065
C -2.5379 3.1566 -3.3588 0.216 0.417 0.136 -0.613
C -3.9575 0.5589 -2.1529 0.302 -0.081 -0.544 -0.703
C 2.0842 -1.6502 0.7854 -0.112 -0.036 -0.207 0.014
C 1.1520 1.3431 -3.0152 -0.284 0.232 0.106 -0.397
C 3.1992 -3.6455 -0.3848 0.454 -0.067 -0.273 0.509
H 2.4155 2.5558 -1.7676 0.083 -0.063 0.017 0.223
H -2.1008 3.6444 -1.3115 -0.038 -0.038 0.077 0.234
H -4.4298 -0.1961 -1.5241 -0.065 0.054 0.089 0.251
H 2.4222 0.8646 -1.3017 -0.101 -0.054 0.147 0.200
H -4.7027 1.3345 -2.3428 -0.098 -0.038 0.119 0.229
H -0.8790 2.6721 -2.0764 -0.013 -0.045 0.159 0.228
H -2.9577 0.6369 -4.0952 0.007 -0.024 0.014 0.202
H -2.1121 1.7627 3.7731 -0.043 -0.021 0.041 0.262
H 1.1181 -1.8201 5.0796 0.072 -0.072 0.026 0.243
H 4.1542 -0.1271 3.4860 -0.042 0.030 -0.047 0.464
H 1.0353 1.9186 -0.9072 -0.001 -0.119 0.064 0.206
H 0.8158 2.2846 -3.4561 0.031 -0.016 -0.075 0.204
H -3.5701 2.8413 -3.4880 -0.001 -0.085 -0.053 0.208
H 3.2818 -1.1810 5.9225 0.027 -0.072 0.008 0.196
H -2.8882 -0.9452 -3.3041 0.079 0.042 0.008 0.212
H 0.1553 -0.4583 -3.6512 -0.126 -0.036 -0.013 0.249
H 3.6204 -2.0796 4.4427 0.088 -0.037 0.127 0.158
H 3.2767 -1.8338 2.5038 -0.031 -0.005 0.069 0.198
H 4.1485 -2.0022 0.4263 0.068 0.163 -0.144 0.245
H -1.3152 1.4673 2.2131 -0.036 0.093 0.009 0.236
H -2.9629 0.8405 2.4737 -0.012 0.031 0.020 0.276
H 1.9111 0.9519 -3.6907 0.027 -0.050 0.033 0.217
H 3.2156 -1.6408 -1.0548 0.147 -0.040 -0.061 0.273
H -4.3733 -0.3907 -4.0601 -0.030 -0.034 0.066 0.217
H -2.5321 4.2419 -3.4759 0.020 -0.012 -0.035 0.218
H -1.9255 2.7639 -4.1709 -0.149 -0.183 -0.029 0.205
H 1.3481 -0.1145 4.9027 0.005 -0.018 0.070 0.265
H -0.9491 0.8818 -3.4087 -0.018 -0.046 0.107 0.226


(2)
55
Properties=species:S:1:pos:R:3:forces:R:3:nbo_charge:R:1 method="wB97M-V/def2-TZVPD" max_force_ev_per_a=0.7 total_energy_ha=-1190.40037 smiles="Cn1c(=O)cc(OCCCC(=O)NCCC2=CCCCC2)c2ccccc21" orbital_gap_ev=8.8 mol_weight_da=368.5
O 0.0268 -2.7990 -0.1887 0.115 -0.011 -0.195 -0.649
O -2.8142 0.7931 -1.4899 -0.040 -0.177 0.553 -0.501
O 0.8416 0.6778 -2.7913 -0.123 -0.436 -0.258 -0.649
N 2.1516 2.2834 -1.9134 0.300 0.247 0.121 -0.610
N -1.7496 -2.2462 1.1073 0.277 -0.180 -0.051 -0.417
C -5.1391 0.0916 1.8033 -0.091 0.043 0.046 -0.248
C 2.7287 1.0534 1.0805 -0.210 -0.189 0.064 -0.437
C -0.9273 -2.0575 -0.0025 -0.207 -0.089 0.250 0.647
C 3.5408 0.4359 -0.0266 0.184 0.256 0.018 -0.008
C 3.6273 -0.8789 -0.1756 0.008 -0.064 0.027 -0.170
C 2.9416 -1.8799 0.6949 -0.088 -0.094 0.127 -0.458
C -1.4234 2.5156 -2.4886 -0.017 -0.419 0.210 -0.407
C -4.7900 -0.9224 2.6889 0.008 0.051 -0.068 -0.177
C 0.9572 1.6995 -2.1456 -0.185 0.627 0.333 0.690
C 3.4114 1.6516 -2.2290 0.344 -0.045 -0.043 -0.220
C -3.6718 -1.6947 2.4693 0.081 -0.102 0.039 -0.276
C -4.3536 0.3233 0.6992 0.108 -0.077 -0.018 -0.150
C -3.2127 -0.4466 0.4548 -0.148 0.011 0.153 -0.175
C -2.1329 1.1730 -2.6757 0.226 0.265 -0.610 -0.076
C -1.2676 -0.9704 -0.8803 -0.114 0.484 -0.479 -0.443
C -2.8587 -1.4782 1.3476 -0.428 0.476 -0.123 0.280
C -2.3715 -0.2044 -0.6983 0.225 -0.268 -0.020 0.407
C 1.7074 0.0645 1.6332 0.163 0.105 0.258 -0.385
C 4.2432 1.3834 -0.9664 -0.208 -0.213 -0.263 -0.420
C -1.3930 -3.3219 2.0071 0.209 -0.235 0.072 -0.434
C 2.4036 -1.2469 1.9746 -0.152 -0.068 -0.206 -0.391
C -0.2260 2.4411 -1.5370 -0.095 -0.105 -0.224 -0.501
H -4.6014 1.1034 -0.0028 -0.030 0.057 -0.038 0.229
H 1.2167 0.4849 2.5151 -0.054 -0.002 -0.044 0.201
H 0.0726 3.4518 -1.2525 0.016 -0.046 0.081 0.209
H -0.4974 -3.7884 1.5966 -0.165 0.043 0.132 0.262
H 3.4054 1.3707 1.8831 -0.025 0.106 -0.001 0.206
H 2.2189 1.9502 0.7185 0.065 0.043 0.023 0.196
H 5.1969 0.9573 -1.2822 0.059 0.078 0.009 0.219
H 4.2118 -1.2880 -0.9894 0.136 0.042 -0.185 0.196
H 0.9442 -0.1278 0.8759 -0.107 0.024 -0.044 0.199
H -1.4233 0.4152 -3.0051 -0.141 0.031 0.058 0.222
H 2.1974 3.1243 -1.3594 -0.206 -0.098 -0.050 0.390
H 3.9762 2.2896 -2.9188 -0.045 -0.117 -0.007 0.189
H 3.1697 0.7106 -2.7268 0.095 0.123 0.009 0.239
H -0.5181 1.9067 -0.6285 0.056 0.037 0.068 0.237
H 3.2245 -1.0486 2.6686 0.014 -0.008 0.076 0.191
H 4.4450 2.3315 -0.4605 0.104 0.036 0.021 0.194
H -3.4293 -2.4731 3.1735 0.054 -0.077 0.035 0.218
H -6.0191 0.6898 1.9832 -0.069 0.058 0.002 0.215
H 1.7071 -1.9323 2.4604 0.025 -0.039 0.061 0.205
H -5.4013 -1.1104 3.5592 -0.029 -0.032 0.074 0.215
H -2.1904 -4.0642 2.0626 -0.016 0.021 0.044 0.200
H -0.5744 -0.8292 -1.6949 0.006 0.051 -0.080 0.267
H -2.9132 1.2848 -3.4367 0.109 -0.057 0.109 0.190
H -1.1758 -2.9363 3.0046 -0.049 -0.019 0.018 0.198
H 2.1112 -2.3173 0.1316 0.109 -0.064 0.069 0.260
H 3.6320 -2.6930 0.9337 -0.002 -0.029 -0.021 0.206
H -2.1451 3.2341 -2.0935 0.004 0.013 -0.080 0.213
H -1.0903 2.8636 -3.4677 -0.056 0.037 -0.050 0.215